[1]
{
  "formula": "C64H64AlGe2N2O2S4",
  "method": "the ωB97M-V functional and the def2-TZVPD basis",
  "homo_energy_ev": -4.277,
  "energy_ha": -8726.68710,
  "e_above_lowest_kj_mol": 223.91,
  "total_charge": -1,
  "elements": ["Al", "O", "C", "C", "C", "C", "C", "C", "C", "N", "C", "C", "N", "C", "C", "C", "C", "C", "C", "C", "O", "H", "H", "H", "H", "H", "H", "H", "H", "H", "H", "H", "H", "H", "H", "C", "C", "C", "C", "C", "C", "C", "C", "C", "C", "C", "C", "C", "C", "C", "Ge", "S", "S", "Ge", "S", "S", "C", "C", "C", "C", "C", "C", "C", "C", "C", "C", "C", "C", "C", "C", "C", "C", "C", "C", "C", "C", "C", "C", "C", "C", "C", "C", "C", "C", "C", "C", "C", "C", "C", "H", "H", "H", "H", "H", "H", "H", "H", "H", "H", "H", "H", "H", "H", "H", "H", "H", "H", "H", "H", "H", "H", "H", "H", "H", "H", "H", "H", "H", "H", "H", "H", "H", "H", "H", "H", "H", "H", "H", "H", "H", "H", "H", "H", "H", "H", "H", "H", "H", "H"],
  "coordinates": [[-2.802, 0.370, -2.146], [-2.221, 2.024, -2.044], [-2.354, 3.197, -2.551], [-1.362, 4.185, -2.372], [-1.520, 5.429, -2.929], [-2.671, 5.758, -3.666], [-3.658, 4.820, -3.827], [-3.525, 3.533, -3.277], [-4.592, 2.587, -3.364], [-4.556, 1.368, -2.959], [-5.781, 0.593, -2.998], [-5.814, -0.249, -1.720], [-4.544, -0.911, -1.735], [-4.419, -2.176, -1.636], [-3.216, -2.844, -2.062], [-2.932, -4.168, -1.711], [-1.880, -4.844, -2.280], [-1.095, -4.203, -3.244], [-1.349, -2.901, -3.609], [-2.390, -2.176, -3.005], [-2.607, -0.923, -3.334], [-0.472, 3.912, -1.818], [-0.749, 6.180, -2.799], [-2.770, 6.739, -4.113], [-4.555, 5.058, -4.391], [-5.532, 2.977, -3.773], [-5.734, -0.089, -3.853], [-6.671, 1.225, -3.093], [-6.664, -0.943, -1.721], [-5.873, 0.412, -0.849], [-5.276, -2.792, -1.339], [-3.543, -4.640, -0.954], [-1.652, -5.859, -1.977], [-0.266, -4.731, -3.701], [-0.720, -2.367, -4.309], [1.479, 5.861, 2.438], [0.882, 4.531, 2.813], [1.647, 3.542, 3.415], [1.102, 2.310, 3.746], [1.959, 1.251, 4.387], [-0.245, 2.055, 3.464], [-1.037, 3.045, 2.872], [-2.495, 2.835, 2.567], [-0.454, 4.267, 2.551], [-0.843, 0.758, 3.900], [-1.172, 0.663, 5.251], [-1.745, -0.487, 5.762], [-2.029, -1.530, 4.901], [-1.731, -1.454, 3.539], [-1.092, -0.315, 3.028], [-0.610, -0.143, 1.074], [-2.599, 0.056, 0.141], [0.660, -1.772, 0.161], [1.604, 0.019, -1.001], [0.616, 0.326, -2.842], [0.930, 1.470, 0.665], [3.626, -0.086, -1.176], [4.381, -0.863, -0.288], [5.750, -1.036, -0.480], [6.393, -0.438, -1.546], [5.665, 0.361, -2.410], [4.293, 0.552, -2.241], [3.661, 1.495, -3.208], [3.425, 1.111, -4.529], [3.670, -0.293, -5.016], [2.868, 2.029, -5.411], [2.555, 3.319, -5.017], [1.887, 4.284, -5.960], [2.846, 3.700, -3.713], [3.388, 2.808, -2.802], [3.641, 3.247, -1.383], [3.792, -1.534, 0.907], [3.670, -0.848, 2.117], [4.001, 0.616, 2.240], [3.222, -1.540, 3.240], [2.902, -2.886, 3.188], [2.479, -3.631, 4.426], [3.016, -3.548, 1.971], [3.454, -2.893, 0.832], [3.543, -3.618, -0.483], [-2.188, -2.643, 2.756], [-3.541, -2.764, 2.411], [-4.530, -1.645, 2.605], [-3.996, -3.967, 1.878], [-3.152, -5.052, 1.699], [-3.681, -6.375, 1.208], [-1.813, -4.909, 2.035], [-1.322, -3.728, 2.574], [0.116, -3.637, 3.008], [2.479, 5.974, 2.856], [0.857, 6.681, 2.801], [1.547, 5.951, 1.351], [2.696, 3.730, 3.620], [3.014, 1.510, 4.299], [1.792, 0.285, 3.906], [1.716, 1.139, 5.446], [-2.936, 2.063, 3.196], [-2.615, 2.514, 1.529], [-3.046, 3.767, 2.699], [-1.065, 5.028, 2.076], [-0.979, 1.512, 5.896], [-1.982, -0.565, 6.816], [-2.508, -2.429, 5.275], [6.304, -1.643, 0.228], [7.457, -0.578, -1.696], [6.157, 0.862, -3.236], [4.139, -0.913, -4.257], [4.297, -0.287, -5.911], [2.711, -0.748, -5.275], [2.644, 1.713, -6.425], [1.904, 3.909, -6.983], [2.377, 5.259, -5.937], [0.845, 4.424, -5.662], [2.631, 4.715, -3.394], [3.698, 4.335, -1.321], [4.566, 2.821, -0.994], [2.825, 2.914, -0.736], [4.634, 0.955, 1.423], [4.507, 0.815, 3.187], [3.079, 1.203, 2.215], [3.131, -1.007, 4.182], [2.197, -2.941, 5.221], [3.301, -4.253, 4.792], [1.633, -4.286, 4.218], [2.747, -4.598, 1.908], [3.249, -4.662, -0.371], [4.555, -3.577, -0.889], [2.874, -3.149, -1.210], [-4.241, -0.988, 3.422], [-5.526, -2.045, 2.799], [-4.563, -1.038, 1.699], [-5.047, -4.062, 1.622], [-4.609, -6.244, 0.651], [-3.891, -7.037, 2.052], [-2.952, -6.873, 0.568], [-1.140, -5.749, 1.897], [0.623, -4.590, 2.848], [0.187, -3.365, 4.063], [0.646, -2.877, 2.431]]
}


[2]
{
  "formula": "C64H64Cl27N11",
  "method": "the ωB97M-V functional and the def2-TZVPD basis",
  "homo_energy_ev": -9.201,
  "energy_ha": -15504.47407,
  "total_charge": 0,
  "elements": ["N", "C", "C", "C", "C", "C", "H", "H", "H", "H", "H", "N", "C", "C", "C", "C", "C", "H", "H", "H", "H", "H", "N", "C", "C", "C", "C", "C", "H", "H", "H", "H", "H", "N", "C", "C", "C", "C", "C", "H", "H", "H", "H", "H", "N", "C", "C", "C", "C", "C", "H", "H", "H", "H", "H", "N", "C", "C", "C", "C", "C", "H", "H", "H", "H", "H", "N", "C", "C", "C", "C", "C", "H", "H", "H", "H", "H", "N", "C", "C", "C", "C", "C", "H", "H", "H", "H", "H", "N", "C", "C", "C", "C", "C", "H", "H", "H", "H", "H", "N", "C", "C", "C", "C", "C", "H", "H", "H", "H", "H", "N", "C", "C", "C", "C", "C", "H", "H", "H", "H", "H", "C", "Cl", "Cl", "Cl", "H", "C", "Cl", "Cl", "Cl", "H", "C", "Cl", "Cl", "Cl", "H", "C", "Cl", "Cl", "Cl", "H", "C", "Cl", "Cl", "Cl", "H", "C", "Cl", "Cl", "Cl", "H", "C", "Cl", "Cl", "Cl", "H", "C", "Cl", "Cl", "Cl", "H", "C", "Cl", "Cl", "Cl", "H"],
  "coordinates": [[-15.227, 8.785, -2.942], [-14.344, 9.501, -2.203], [-13.698, 8.939, -1.130], [-14.083, 7.653, -0.713], [-15.038, 6.957, -1.415], [-15.661, 7.564, -2.503], [-14.103, 10.473, -2.606], [-12.893, 9.455, -0.628], [-13.527, 7.123, 0.047], [-15.256, 5.941, -1.123], [-16.419, 7.067, -3.089], [-15.809, 12.860, -2.425], [-16.998, 12.221, -2.390], [-18.186, 12.882, -2.362], [-18.188, 14.267, -2.329], [-16.933, 14.934, -2.329], [-15.756, 14.198, -2.504], [-16.946, 11.146, -2.304], [-19.111, 12.340, -2.235], [-19.123, 14.781, -2.163], [-16.883, 16.013, -2.314], [-14.771, 14.630, -2.606], [-17.853, 11.026, 0.696], [-16.606, 10.606, 1.046], [-15.826, 11.283, 2.021], [-16.396, 12.376, 2.660], [-17.699, 12.777, 2.371], [-18.322, 12.121, 1.340], [-16.128, 9.805, 0.501], [-14.810, 10.984, 2.229], [-15.924, 12.889, 3.485], [-18.119, 13.668, 2.816], [-19.278, 12.456, 0.965], [-16.332, 3.233, 0.426], [-17.177, 2.762, -0.539], [-18.474, 3.265, -0.725], [-18.962, 4.238, 0.182], [-18.144, 4.797, 1.139], [-16.830, 4.224, 1.219], [-16.816, 2.096, -1.309], [-19.081, 2.914, -1.546], [-19.936, 4.696, 0.088], [-18.382, 5.603, 1.818], [-16.114, 4.729, 1.851], [-19.709, 3.987, -3.952], [-20.808, 3.993, -3.133], [-21.272, 5.152, -2.454], [-20.634, 6.348, -2.764], [-19.549, 6.351, -3.608], [-19.089, 5.180, -4.183], [-21.302, 3.036, -3.059], [-22.178, 5.016, -1.882], [-20.947, 7.302, -2.367], [-18.937, 7.199, -3.880], [-18.208, 5.151, -4.807], [-23.161, 8.028, -8.007], [-23.031, 8.490, -6.715], [-23.031, 7.625, -5.605], [-23.220, 6.259, -5.897], [-23.419, 5.770, -7.226], [-23.402, 6.690, -8.233], [-22.906, 9.553, -6.571], [-23.014, 8.016, -4.598], [-23.387, 5.500, -5.147], [-23.513, 4.715, -7.439], [-23.489, 6.365, -9.259], [-24.174, 11.564, -2.976], [-25.268, 11.774, -2.169], [-25.665, 10.833, -1.221], [-25.066, 9.561, -1.220], [-23.933, 9.301, -1.985], [-23.503, 10.367, -2.843], [-25.744, 12.731, -2.018], [-26.457, 11.097, -0.537], [-25.542, 8.909, -0.503], [-23.323, 8.409, -2.001], [-22.565, 10.310, -3.374], [-26.107, 3.986, 4.668], [-26.699, 2.954, 5.361], [-25.937, 2.060, 6.163], [-24.567, 2.231, 6.189], [-23.912, 3.215, 5.414], [-24.756, 4.075, 4.679], [-27.759, 2.767, 5.275], [-26.436, 1.276, 6.713], [-23.951, 1.514, 6.712], [-22.863, 3.326, 5.182], [-24.242, 4.755, 4.016], [-26.160, 5.500, -4.342], [-26.003, 4.233, -4.757], [-25.389, 3.338, -3.936], [-24.906, 3.740, -2.718], [-25.009, 5.043, -2.323], [-25.609, 5.963, -3.244], [-26.449, 3.906, -5.685], [-25.376, 2.322, -4.302], [-24.360, 3.089, -2.051], [-24.737, 5.366, -1.329], [-25.844, 6.952, -2.879], [-18.242, 10.557, 6.324], [-17.494, 10.414, 5.226], [-16.357, 9.624, 5.213], [-16.065, 8.896, 6.394], [-16.798, 9.065, 7.586], [-17.865, 9.923, 7.477], [-17.793, 10.992, 4.364], [-15.699, 9.624, 4.356], [-15.134, 8.349, 6.360], [-16.561, 8.552, 8.507], [-18.492, 10.059, 8.346], [-14.697, 7.053, 3.449], [-15.540, 6.364, 4.260], [-15.139, 5.305, 5.071], [-13.857, 4.840, 4.960], [-12.953, 5.486, 4.152], [-13.437, 6.555, 3.358], [-16.558, 6.724, 4.242], [-15.892, 4.875, 5.715], [-13.538, 3.976, 5.524], [-11.912, 5.208, 4.214], [-12.756, 7.122, 2.740], [-27.397, 6.734, 2.643], [-26.221, 6.720, 1.319], [-28.916, 7.572, 2.136], [-26.818, 7.524, 4.073], [-27.542, 5.709, 2.984], [-21.578, 2.313, 1.391], [-21.975, 4.033, 1.764], [-21.893, 2.109, -0.332], [-22.534, 1.182, 2.456], [-20.536, 2.041, 1.556], [-23.265, 15.005, -2.003], [-24.213, 16.336, -1.386], [-22.301, 14.341, -0.646], [-22.204, 15.539, -3.363], [-23.902, 14.215, -2.399], [-20.207, 11.376, -5.459], [-20.122, 9.784, -4.654], [-21.352, 12.422, -4.657], [-20.814, 11.241, -7.132], [-19.225, 11.850, -5.456], [-20.352, 8.791, 0.680], [-18.923, 7.856, 0.453], [-21.839, 7.734, 0.882], [-20.616, 9.844, -0.625], [-20.160, 9.415, 1.553], [-26.177, 11.108, 2.480], [-24.934, 9.872, 2.165], [-26.525, 11.328, 4.232], [-27.720, 10.784, 1.667], [-25.711, 12.020, 2.108], [-22.224, 14.491, 3.855], [-23.888, 14.728, 3.229], [-21.147, 15.550, 3.006], [-21.657, 12.894, 3.617], [-22.205, 14.801, 4.900], [-22.032, 9.294, 5.580], [-22.421, 7.555, 5.571], [-23.586, 10.224, 5.482], [-20.912, 9.666, 4.252], [-21.462, 9.584, 6.463], [-19.778, 4.547, 5.512], [-19.163, 5.866, 4.477], [-18.710, 4.160, 6.895], [-19.963, 3.095, 4.551], [-20.750, 4.833, 5.915]]
}


Values for F_max, eV/A, ordered as above
1.29 3.12